No. 1
The following is a DFT calculation (ωB97M-V/def2-TZVPD) of C8H6N2O2 in the gas phase.

CARTESIAN COORDINATES (ANGSTROEM)
C -3.427 -1.123 0.212
C -2.659 0.156 -0.096
C -1.110 0.036 -0.090
C 0.917 -0.746 0.001
C 3.237 -0.783 -0.046
C 3.238 0.654 0.016
C 2.027 1.318 0.061
C 0.838 0.667 0.088
H -3.329 -1.876 -0.666
H -4.543 -0.911 0.254
H -3.128 -1.571 1.130
H 4.008 -1.467 -0.365
H 4.187 1.223 -0.081
H 2.033 2.397 0.375
N -0.493 -1.106 -0.152
N 2.072 -1.454 0.036
O -3.153 1.246 -0.173
O -0.426 1.135 0.084

Its charge is 0. The calculation puts the highest occupied orbital energy at -9.611 eV. As for the gap between HOMO and LUMO: 0.34183 Eh. Its SMILES is CC(=O)c1nc2ncccc2o1. The value obtained for the total energy is -15467.041 eV.

These are the Mulliken partial charges, in e, on atoms 1 to 2: number 1, C, carries -0.995; number 2, C, carries 0.504

---

No. 2
The following is a DFT calculation (ωB97M-V/def2-TZVPD) of a molecular structure, C28H49N2OPbSSi.

CARTESIAN COORDINATES (ANGSTROEM)
Pb -1.095 0.963 -0.374
C -5.685 0.200 0.192
C -5.835 0.043 1.563
C -4.746 0.264 2.384
C -3.519 0.605 1.821
N -3.364 0.651 0.490
C -4.430 0.496 -0.295
C -2.355 1.027 2.626
C -2.405 1.129 4.014
C -1.337 1.670 4.702
C -0.234 2.119 3.989
C -0.228 1.947 2.622
N -1.248 1.396 1.955
H -6.522 0.086 -0.483
H -6.794 -0.226 1.983
H -4.858 0.174 3.454
H -4.260 0.618 -1.359
H -3.275 0.793 4.556
H -1.366 1.750 5.780
H 0.604 2.583 4.488
H 0.624 2.235 2.016
C -1.434 -2.569 2.164
C -0.040 -2.457 1.535
C 0.643 -3.828 1.645
C 0.779 -1.474 2.383
Si -0.215 -1.812 -0.307
C -1.557 -2.854 -1.286
C -1.440 -4.361 -1.018
C -1.443 -2.617 -2.798
C -2.973 -2.415 -0.896
C 1.496 -1.909 -1.253
C 1.424 -1.153 -2.589
C 1.904 -3.357 -1.565
C 2.609 -1.277 -0.405
H -1.344 -2.785 3.234
H -2.014 -3.377 1.717
H -2.001 -1.642 2.057
H 0.594 -4.182 2.681
H 1.697 -3.766 1.375
H 0.170 -4.581 1.015
H 0.694 -1.737 3.443
H 0.435 -0.453 2.260
H 1.836 -1.495 2.127
H -0.433 -4.739 -1.198
H -2.121 -4.906 -1.680
H -1.719 -4.604 0.008
H -0.565 -3.105 -3.220
H -1.402 -1.551 -3.041
H -2.320 -3.039 -3.299
H -3.152 -2.435 0.179
H -3.705 -3.076 -1.371
H -3.161 -1.405 -1.256
H 0.825 -1.689 -3.321
H 2.431 -1.056 -3.010
H 1.009 -0.152 -2.479
H 1.224 -3.821 -2.281
H 1.934 -3.980 -0.671
H 2.906 -3.368 -2.008
H 2.342 -0.279 -0.050
H 3.526 -1.201 -1.000
H 2.842 -1.900 0.459
C 5.828 2.364 -2.627
C 4.302 2.335 -2.649
C 3.690 2.575 -1.270
S 1.883 2.395 -1.451
O 1.334 2.005 -0.097
C 1.451 4.163 -1.680
C 1.349 4.927 -0.370
C 0.616 6.253 -0.571
H 6.220 2.168 -3.624
H 6.221 1.599 -1.955
H 6.199 3.336 -2.299
H 3.961 1.367 -3.021
H 3.935 3.097 -3.344
H 3.923 3.566 -0.881
H 3.997 1.819 -0.547
H 0.489 4.153 -2.196
H 2.201 4.577 -2.355
H 2.344 5.113 0.039
H 0.810 4.311 0.352
H 1.123 6.866 -1.318
H 0.580 6.812 0.362
H -0.408 6.084 -0.905

Its charge is +1. The calculation puts the highest occupied orbital energy at -9.519 eV. As for the gap between HOMO and LUMO: 0.22745 Eh. The value obtained for the total energy is -58814.919 eV.

These are the Mulliken partial charges, in e, on atoms 1 to 2: number 1, Pb, carries 0.736; number 2, C, carries -0.865